Record 1
Molecular formula: C43H47Cl2GeN2OSbSc
Method: DFT, wB97M-V/def2-TZVPD

Frontier orbital gap, eV: 5.316

ORCA input file:
```
! wB97M-V def2-TZVPD RIJCOSX def2/J DEFGRID3
* xyz -1 1
Sc 0.19 0.12 0.16
C 2.78 -0.56 2.28
N 1.88 0.55 1.96
C 2.66 1.62 1.33
C 1.26 1.08 3.18
C 0.04 1.92 2.89
C -0.38 2.82 3.88
C -1.55 3.54 3.71
C -2.29 3.37 2.55
C -1.84 2.49 1.57
C -0.65 1.74 1.68
H 3.54 -0.26 3.01
H 3.25 -0.89 1.35
H 2.20 -1.39 2.69
H 3.42 2.01 2.03
H 2.00 2.44 1.06
H 3.13 1.23 0.43
H 2.00 1.64 3.77
H 0.98 0.22 3.81
H 0.21 2.95 4.78
H -1.88 4.24 4.47
H -3.21 3.92 2.40
H -2.44 2.39 0.67
Cl -2.35 -2.37 -3.42
C -2.13 -2.89 -1.79
C -2.52 -4.19 -1.43
C -2.39 -4.64 -0.15
Cl -2.91 -6.26 0.25
C -1.85 -3.80 0.86
C -1.71 -4.15 2.21
C -1.17 -3.24 3.09
C -0.75 -2.00 2.61
N -0.85 -1.65 1.35
C -1.44 -2.51 0.48
C -1.59 -1.99 -0.87
O -1.21 -0.80 -1.13
H -2.93 -4.83 -2.19
H -2.02 -5.13 2.55
H -1.07 -3.47 4.14
H -0.30 -1.27 3.28
C 1.78 -0.40 -0.95
Ge 3.08 -0.25 -2.29
C 2.72 -1.54 -3.76
C 3.72 -2.15 -4.52
C 3.42 -3.07 -5.52
C 2.09 -3.39 -5.78
C 1.08 -2.80 -5.03
C 1.40 -1.89 -4.03
C 4.99 -0.63 -1.85
C 6.07 0.03 -2.43
C 7.38 -0.29 -2.09
C 7.63 -1.29 -1.16
C 6.57 -1.96 -0.57
C 5.27 -1.63 -0.91
C 3.21 1.53 -3.14
C 2.82 1.74 -4.46
C 2.98 2.98 -5.07
C 3.54 4.04 -4.37
C 3.93 3.85 -3.05
C 3.77 2.61 -2.44
H 1.43 -1.46 -0.97
H 4.76 -1.91 -4.32
H 4.21 -3.53 -6.09
H 1.85 -4.11 -6.56
H 0.04 -3.06 -5.21
H 0.60 -1.47 -3.42
H 5.89 0.82 -3.15
H 8.21 0.24 -2.55
H 8.65 -1.55 -0.90
H 6.76 -2.75 0.15
H 4.44 -2.15 -0.44
H 2.39 0.92 -5.02
H 2.66 3.12 -6.10
H 3.66 5.01 -4.84
H 4.37 4.67 -2.49
H 4.09 2.49 -1.42
C -3.06 4.95 -2.61
C -2.46 3.96 -3.60
Sb -2.02 2.06 -2.64
C -0.92 1.14 -4.26
C -0.57 2.03 -5.45
C -0.23 2.70 -1.60
C 0.52 3.87 -2.23
H -3.31 5.91 -3.09
H -2.37 5.16 -1.79
H -3.98 4.56 -2.17
H -1.56 4.37 -4.06
H -3.16 3.74 -4.41
H -1.50 0.27 -4.59
H -0.02 0.75 -3.79
H -1.46 2.42 -5.95
H 0.01 1.47 -6.20
H 0.04 2.89 -5.15
H 0.44 1.82 -1.63
H -0.49 2.93 -0.57
H 0.88 3.63 -3.23
H 1.41 4.13 -1.64
H -0.10 4.76 -2.29
*
```



Record 2
Molecular formula: C19H62N6O7
Method: DFT, wB97M-V/def2-TZVPD

⟨S²⟩: 0.754
Frontier orbital gap (spin up / spin down), eV: 8.224 / 4.570

ORCA input file:
```
! wB97M-V def2-TZVPD RIJCOSX def2/J DEFGRID3
* xyz 1 2
N -0.54 -0.46 -0.61
H 0.40 -0.75 -0.84
H -0.70 0.49 -0.29
H -0.88 -1.11 0.08
H -1.06 -0.52 -1.47
N -3.24 2.01 -2.14
H -3.31 2.82 -2.75
H -2.65 2.20 -1.34
H -2.69 1.30 -2.60
H -4.10 1.59 -1.83
C -1.35 2.94 0.93
O -1.26 2.17 -0.18
H -1.67 3.95 0.70
H -2.10 2.60 1.64
H -0.39 3.22 1.37
C -0.69 -2.14 -4.34
C -1.64 -1.00 -4.33
O -1.70 -0.20 -3.20
H -0.69 -2.64 -5.31
H -0.96 -2.90 -3.60
H 0.30 -1.82 -4.02
H -2.60 -1.44 -4.58
H -1.34 -0.37 -5.17
O 0.94 3.11 -1.71
H 0.07 2.89 -1.38
H 1.55 2.69 -1.09
C -1.44 -3.34 3.24
C -0.91 -2.38 2.25
C 0.56 -2.70 1.97
O 1.39 -2.37 3.10
C 2.77 -2.66 2.93
N -1.68 -2.56 0.98
H -2.44 -3.05 3.55
H -0.80 -3.41 4.12
H -1.46 -4.38 2.90
H -1.15 -1.36 2.57
H 0.89 -2.00 1.20
H 0.70 -3.73 1.63
H 3.00 -3.73 2.96
H 3.28 -2.13 3.74
H 3.15 -2.29 1.97
H -2.65 -2.39 1.20
H -1.68 -3.53 0.70
C -4.67 -1.18 -1.47
C -5.50 -0.24 -0.66
C -4.80 -0.05 0.73
O -4.49 -1.20 1.47
C -5.64 -1.75 2.09
N -5.71 1.01 -1.45
H -4.60 -2.16 -1.00
H -3.64 -0.85 -1.57
H -5.10 -1.30 -2.46
H -6.49 -0.63 -0.44
H -5.36 0.66 1.34
H -3.87 0.46 0.50
H -5.53 -2.79 2.39
H -6.53 -1.79 1.47
H -5.82 -1.09 2.94
H -6.27 0.78 -2.25
H -6.18 1.74 -0.94
C 3.04 -2.09 -2.74
C 3.25 -1.23 -1.52
C 4.70 -0.75 -1.23
O 4.65 0.13 -0.13
C 5.85 0.82 0.09
N 2.25 -0.15 -1.59
H 3.51 -3.07 -2.65
H 3.24 -1.66 -3.72
H 2.03 -2.49 -2.83
H 3.04 -1.91 -0.70
H 5.18 -0.26 -2.08
H 5.33 -1.62 -1.06
H 5.84 1.15 1.13
H 6.04 1.73 -0.48
H 6.68 0.12 -0.01
H 2.39 0.32 -2.48
H 2.52 0.53 -0.89
C 1.87 1.14 1.70
C 2.56 2.47 1.38
C 3.61 2.84 2.40
O 4.32 4.06 2.05
C 3.60 5.24 2.24
N 3.17 2.36 0.03
H 2.59 0.32 1.72
H 1.10 0.98 0.94
H 1.42 1.13 2.69
H 1.87 3.31 1.44
H 4.38 2.08 2.39
H 3.26 2.98 3.42
H 3.30 5.40 3.28
H 2.66 5.22 1.70
H 4.19 6.07 1.84
H 3.85 3.09 -0.12
H 3.68 1.49 0.11
*
```



Record 3
Molecular formula: C3H3Br2F3O
Method: DFT, wB97M-V/def2-TZVPD

Frontier orbital gap (spin up / spin down), eV: 6.173 / 6.171

ORCA input file:
```
! wB97M-V def2-TZVPD RIJCOSX def2/J DEFGRID3
* xyz 0 1
C -0.09 2.23 1.17
C -0.68 -1.16 0.07
C 0.12 -2.02 -0.98
O 0.89 2.59 0.44
F -1.81 -1.86 0.25
F 0.38 -3.11 -0.28
F -0.43 -2.45 -2.13
Br -1.02 0.74 -0.56
Br 1.90 -1.31 -1.53
H -0.90 2.95 1.09
H -0.01 1.47 1.96
H 1.64 1.96 0.50
*
```



Record 4
Molecular formula: C12H20NO
Method: DFT, wB97M-V/def2-TZVPD

Frontier orbital gap, eV: 6.702

ORCA input file:
```
! wB97M-V def2-TZVPD RIJCOSX def2/J DEFGRID3
* xyz 1 1
C -0.40 0.60 -2.45
C 0.23 -0.45 -1.61
C -0.08 -0.96 -0.34
C 0.65 -2.11 0.18
C 1.69 -2.80 -0.66
C 0.37 -2.62 1.43
C -0.62 -2.06 2.26
C -0.86 -2.59 3.64
C -1.37 -0.98 1.76
C -1.14 -0.45 0.50
C -2.04 0.65 0.04
H 0.11 0.53 -3.43
H -1.46 0.38 -2.68
H -0.32 1.66 -2.15
H 1.01 -1.00 -2.15
H 2.20 -3.56 -0.06
H 1.26 -3.31 -1.54
H 2.44 -2.08 -1.01
H 0.95 -3.47 1.80
H -1.66 -2.01 4.12
H -1.15 -3.64 3.61
H 0.05 -2.50 4.25
H -2.14 -0.55 2.40
H -2.77 0.90 0.82
H -1.46 1.56 -0.17
H -2.60 0.38 -0.87
C 1.99 3.94 -1.01
N 0.71 3.61 -0.40
O -0.26 3.80 -1.48
H 2.78 3.80 -0.28
H 2.20 3.33 -1.90
H 1.95 4.99 -1.30
H 0.64 2.61 -0.22
H -0.91 4.40 -1.09
*
```